# 1
C2H8ClN3O2S in the gas phase. Source: the Open Molecules 2025 dataset; level of theory: wB97M-V/def2-TZVPD.

XYZ file:
```
17
Properties=species:S:1:pos:R:3:forces:R:3
C -0.18206 2.86392 0.20316 0.254 0.067 0.239
C 0.04604 -1.47990 1.81363 -0.694 0.230 0.118
N -0.22018 1.45227 -0.03341 -0.649 1.040 -3.086
N -0.09561 -0.60995 0.67952 0.543 -5.309 -1.974
N -0.10251 0.62468 0.94758 0.572 4.814 5.122
O 0.00111 -0.49671 -1.98107 -0.058 -0.238 0.647
O 1.35256 -2.27308 -0.82231 0.578 -0.360 -0.019
S -0.00351 -1.90951 -1.07849 -0.276 0.425 -0.782
Cl -0.44540 -3.09026 -2.90008 0.003 -0.032 -0.134
H -0.06266 3.03468 1.27146 -0.016 -0.057 -0.063
H 0.65560 3.31730 -0.33189 -0.006 0.002 -0.028
H -1.10780 3.33282 -0.13848 0.019 -0.043 0.028
H 1.02674 -1.95505 1.76589 0.120 -0.025 -0.022
H -0.05457 -0.92800 2.75067 -0.069 -0.052 -0.127
H -0.71156 -2.26400 1.75156 0.048 -0.113 0.105
H -0.25040 1.09422 -0.99097 -0.363 -0.067 0.212
H 0.15420 -0.71341 -2.90679 -0.005 -0.283 -0.236
```
Positions in Å, forces in eV/Å.

Summary:
2S+1: 3
HOMO (spin up / spin down): -0.229 / -0.324 Eh
orbital gap (spin up / spin down): 0.251 / 0.232 hartree

# 2
A molecular structure, C9H27As2F12N7O5Tl. Source: the Open Molecules 2025 dataset; level of theory: wB97M-V/def2-TZVPD.

XYZ file:
```
63
Properties=species:S:1:pos:R:3:forces:R:3
Tl 0.98440 0.60543 -0.15130 -0.097 -0.067 -0.035
As -2.25806 -2.15919 5.84921 -0.097 0.095 0.431
F -3.68345 -2.53006 4.80191 1.208 0.436 0.874
F -2.75400 -0.45318 5.99971 0.340 -1.275 0.031
F -0.75788 -1.87320 6.86754 -1.760 -0.100 -1.250
F -1.67926 -3.81891 5.61308 -0.471 1.152 0.177
F -1.39787 -1.63725 4.36585 -0.138 -0.425 0.705
F -3.22403 -2.56856 7.28573 1.101 0.262 -1.327
As -1.64100 -0.22928 -6.71858 0.571 -1.051 -1.140
F -2.07092 -0.42139 -8.45369 0.286 -0.001 2.001
F -1.65579 1.53279 -6.92404 0.012 -1.074 0.326
F -1.14889 -0.00585 -4.99889 -0.433 -0.234 -1.038
F -1.57095 -2.08161 -6.46904 -0.240 2.692 -0.237
F 0.09970 -0.25632 -7.20389 -1.641 -0.013 0.732
F -3.36376 -0.18548 -6.25233 1.500 -0.217 -0.204
C -1.67776 4.11937 -1.67684 -0.184 -0.167 -0.546
O -2.19777 3.11881 -0.77415 -0.644 1.290 -0.250
C -3.64432 3.28554 -0.57604 1.456 -0.614 0.413
C -3.93248 2.23371 0.50241 1.639 0.274 -0.055
N -3.55196 0.81551 0.21227 -2.781 1.356 0.911
C -4.44938 0.26652 -0.78077 2.191 1.054 -2.320
C -4.05904 -1.11501 -1.13878 0.459 -1.622 1.206
O -2.59518 -1.32956 -1.08985 -2.101 -0.290 -0.756
C -2.21515 -2.73198 -1.21558 0.395 0.866 0.942
H -0.60088 4.27698 -1.61662 0.009 -0.765 0.319
H -2.06942 5.13095 -1.57012 -0.594 -0.074 0.569
H -1.95594 3.80984 -2.68426 0.182 -0.048 -0.249
H -4.18262 3.31755 -1.52330 -0.014 -0.729 -0.118
H -3.80596 4.27887 -0.15738 -0.065 0.073 0.318
H -4.94587 2.24144 0.90378 -0.423 0.043 -0.187
H -3.30377 2.52801 1.34276 0.003 0.044 0.141
H -3.87771 0.34502 1.04451 1.188 -0.580 1.063
H -4.22617 0.86096 -1.66673 -0.694 0.272 -0.187
H -5.48673 0.36263 -0.46022 -0.196 -0.145 -0.137
H -4.56033 -1.36141 -2.07478 0.570 -0.468 -0.397
H -4.46794 -1.77567 -0.37430 -0.011 -0.421 0.057
H -2.77070 -3.44317 -0.60430 -0.637 0.425 0.145
H -1.21581 -2.71935 -0.78055 0.206 -0.276 -0.610
H -2.26522 -3.08642 -2.24513 0.222 0.335 -0.301
C 3.54558 -4.56362 2.87186 -0.813 -0.710 -0.410
O 2.86934 -3.90148 2.12053 -1.266 1.575 -0.983
N 3.12058 -5.32919 3.82884 -3.617 -0.730 2.840
N 4.78986 -4.80418 2.74479 6.468 0.914 -2.242
H 2.20676 -5.01859 4.12642 -0.144 -0.922 0.824
H 3.79184 -5.84104 4.38337 -0.887 0.047 0.253
H 5.29274 -4.25151 2.06525 0.223 -0.350 0.081
H 5.31997 -5.36636 3.39521 -0.067 0.266 -0.387
C 3.81939 3.51928 -5.25859 0.323 -0.273 0.638
O 3.13543 3.20685 -4.32081 -1.163 -1.104 2.688
N 3.31486 4.00414 -6.33911 -1.729 1.492 -3.962
N 5.13578 3.48884 -5.32098 2.647 -0.453 0.605
H 2.34901 3.84908 -6.59049 0.142 0.128 0.135
H 3.98993 4.18649 -7.06790 -0.820 0.130 -0.359
H 5.55292 3.90349 -6.14205 0.537 -0.334 0.575
H 5.68192 3.03443 -4.60310 -0.028 0.330 -0.258
C 4.79457 0.46783 5.22086 -2.130 -0.814 0.970
O 4.21695 0.66585 4.17273 -0.226 0.405 -1.602
N 4.16257 -0.03552 6.28333 -1.137 -0.636 1.455
N 6.05191 0.64301 5.48924 3.760 1.110 -1.311
H 3.17771 -0.25746 6.25308 0.174 -0.008 0.139
H 4.77048 -0.33528 7.03211 -0.848 -0.275 0.178
H 6.50409 0.50243 6.38134 -0.187 0.080 -0.386
H 6.58567 0.88545 4.66678 0.473 0.115 0.503
```
Positions in Å, forces in eV/Å.

Summary:
ΔE to the lowest compared entry with this formula, charge and spin: 11.1390 eV
HOMO: -0.466 Eh
orbital gap: 0.055 hartree
charge: +1

# 3
A gas-phase ion, C5H10NO (charge +1). Source: the Open Molecules 2025 dataset; level of theory: wB97M-V/def2-TZVPD.

XYZ file:
```
17
Properties=species:S:1:pos:R:3:forces:R:3
C 2.15018 0.20488 0.20135 -2.198 -1.036 3.864
C 0.74359 0.49884 0.51979 -0.530 -3.022 -2.803
C -1.55230 -1.39330 0.54925 -0.565 1.424 -0.790
C -0.23602 0.24631 -0.53949 0.917 2.976 -1.087
C -1.64225 0.00075 -0.18046 -0.878 -2.249 2.286
N 2.42205 1.40228 -0.51065 2.498 4.583 -2.889
O 1.78258 2.02194 -1.28831 0.089 -1.131 0.983
H 2.84533 0.11989 1.08568 -0.586 0.375 -1.174
H 2.39606 -0.53120 -0.53826 -0.268 -0.839 -0.375
H 0.39766 1.01309 1.37699 0.142 0.626 0.969
H -0.93140 -2.11312 0.03441 -0.139 -0.252 -0.240
H -2.56343 -1.68120 0.66722 -0.852 -1.075 0.192
H -1.15926 -1.20556 1.51703 0.561 -0.031 1.052
H -0.30077 1.30349 -1.09863 0.821 -0.905 0.845
H 0.04192 -0.40089 -1.36769 0.598 -0.229 0.267
H -2.07930 0.66393 0.58613 0.242 0.191 -0.733
H -2.31463 -0.15014 -1.01436 0.147 0.594 -0.366
```
Positions in Å, forces in eV/Å.

Summary:
ΔE to the lowest compared entry with this formula, charge and spin: 6.7197 eV
HOMO (spin up / spin down): -0.541 / -0.532 Eh
orbital gap (spin up / spin down): 0.292 / 0.282 hartree
charge: +1

# 4
C5H10FNS in the gas phase. Source: the Open Molecules 2025 dataset; level of theory: wB97M-V/def2-TZVPD.

XYZ file:
```
18
Properties=species:S:1:pos:R:3:forces:R:3
C -2.42480 -0.15090 0.53086 -0.327 2.813 -0.025
C -1.29336 0.03232 -0.54136 -1.124 1.411 2.117
C 0.03636 0.32771 0.14641 1.232 -0.602 -1.972
C 1.23625 -0.47783 -0.59510 -1.632 -0.066 -1.075
C 0.80826 -0.86226 0.70845 -0.289 1.104 2.400
H -2.60862 0.80428 1.10312 0.574 -0.750 -0.410
H -2.11180 -0.87519 1.24922 0.140 -0.653 0.439
H -3.44238 -0.35416 0.19673 0.268 -0.509 -0.571
H -1.22244 -0.92596 -0.90928 0.480 -2.233 -1.362
H -1.51640 0.69478 -1.40225 0.078 -0.086 0.777
H 0.79378 2.48030 -0.77669 -0.356 -0.983 2.069
H 0.86211 -1.10723 -1.38180 -0.223 -0.096 -0.447
H 2.75145 0.87319 -1.07079 -0.723 -0.375 -0.236
H 2.97171 -0.07232 0.23456 -0.478 -0.020 -1.694
H 0.31500 -1.78880 0.94832 -0.107 -0.132 0.092
N 2.52779 -0.06392 -0.72776 3.464 0.990 1.673
F 1.71980 -0.48538 1.71021 -0.679 -0.822 -0.214
S 0.59729 1.95137 0.57715 -0.297 1.008 -1.559
```
Positions in Å, forces in eV/Å.

Summary:
ΔE to the lowest compared entry with this formula, charge and spin: 1.8049 eV
HOMO: -0.322 Eh
orbital gap: 0.346 hartree

# 5
2 unconnected molecules or ions with the total composition C3H11N4O. Source: the Open Molecules 2025 dataset; level of theory: wB97M-V/def2-TZVPD.

XYZ file:
```
19
Properties=species:S:1:pos:R:3:forces:R:3
N -0.60254 1.74908 2.08501 1.097 0.412 -0.887
C -0.29616 1.60013 0.66636 0.941 3.866 3.587
N 0.92133 1.11736 0.17816 1.712 4.239 0.676
N -0.82865 2.80409 -0.03207 1.009 -0.256 -3.150
H 0.05795 2.43912 2.47921 -0.344 -0.704 0.259
H -1.55418 2.11658 2.26282 0.715 -0.314 -0.588
H 1.63838 1.44188 0.87255 0.301 -1.909 0.333
H -0.48949 0.69301 0.24569 -3.852 -4.306 -1.348
H -0.44282 3.68611 0.36165 -0.051 -1.059 0.400
H -0.32986 2.77707 -0.96613 -1.289 0.254 0.778
O 1.39487 -3.25799 -0.68649 -1.292 4.935 0.044
C 1.09016 -2.04621 -0.60551 1.229 -4.928 0.036
C -0.07095 -1.37652 -1.31389 -1.397 -1.027 -0.768
N -1.24853 -1.43486 -0.46540 -0.468 0.490 -0.404
H 1.64643 -1.40276 0.10208 0.106 0.331 0.187
H 0.17293 -0.34182 -1.54020 0.516 -0.030 -0.327
H -0.37397 -1.95182 -2.21446 0.797 0.474 0.331
H -1.41941 -0.60682 0.07604 0.094 0.115 0.794
H -2.09445 -1.50074 -1.02902 0.174 -0.582 0.047
```
Positions in Å, forces in eV/Å.

Summary:
ΔE to the lowest compared entry with this formula, charge and spin: 10.4565 eV
HOMO: -0.500 Eh
orbital gap: 0.163 hartree
charge: +1

# 6
C19H24N4O4 in the gas phase. Source: the Open Molecules 2025 dataset; level of theory: wB97M-V/def2-TZVPD.

XYZ file:
```
51
Properties=species:S:1:pos:R:3:forces:R:3
C -7.53174 -2.34270 1.12151 -0.141 0.038 0.134
H -8.12639 -1.45597 0.87494 0.029 -0.025 0.023
O -6.52619 -2.57341 0.16928 0.288 0.021 -0.206
C -5.56838 -1.60938 -0.00586 0.093 -0.063 -0.113
C -5.50829 -0.40342 0.67900 -0.247 -0.219 0.021
C -4.49503 0.50074 0.41657 0.127 0.071 -0.135
C -3.51684 0.24827 -0.54658 -0.278 -0.175 0.126
C -3.58261 -0.97698 -1.22055 0.051 0.130 0.005
C -4.58415 -1.88421 -0.95198 -0.291 -0.060 0.228
H -4.62747 -2.82431 -1.47888 0.001 -0.115 -0.071
H -2.85074 -1.22764 -1.97088 0.091 -0.003 -0.090
N -2.49883 1.15291 -0.78842 0.308 0.168 -0.031
C -2.67149 2.57648 -0.67983 0.070 0.142 0.046
C -1.51927 3.16679 0.14713 -0.213 0.033 0.113
N -0.32149 2.36331 -0.05368 0.140 0.109 -0.005
C 0.88687 3.02914 0.37514 -0.031 0.067 -0.079
C 2.00920 2.03766 0.65539 -0.133 0.107 -0.038
O 3.18032 2.35894 0.62709 0.226 0.261 -0.027
N 1.55244 0.79687 0.95559 -0.287 -0.368 0.054
C 2.28203 -0.39366 1.18325 0.088 0.484 0.070
O 1.68940 -1.44443 1.26060 -0.257 -0.448 -0.020
N 3.60438 -0.21653 1.32440 0.405 0.231 0.092
H 3.98185 0.70845 1.13940 -0.189 -0.072 0.015
C 4.51266 -1.34101 1.43408 0.061 -0.015 -0.089
C 5.28282 -1.54652 0.17024 -0.689 -0.481 -0.326
C 4.91634 -2.06892 -1.03569 0.086 0.172 0.649
C 6.05142 -1.96002 -1.87529 0.469 0.253 0.174
C 7.01917 -1.37719 -1.11842 -0.056 -0.287 -0.851
O 6.56372 -1.12011 0.11814 0.074 0.185 0.485
H 8.03348 -1.10623 -1.33418 0.142 0.071 0.074
H 6.13159 -2.27400 -2.89562 0.101 -0.041 -0.213
H 3.96076 -2.48236 -1.28479 -0.247 -0.088 0.017
H 5.21195 -1.15803 2.25455 -0.093 -0.125 -0.033
H 3.90052 -2.21973 1.65310 0.194 0.108 0.022
H 0.54274 0.68049 0.90522 0.179 -0.013 0.002
H 0.68568 3.54752 1.31846 0.027 0.011 -0.050
H 1.25919 3.77976 -0.34168 0.027 -0.111 0.115
C -0.25659 1.85274 -1.41190 -0.122 -0.065 -0.088
C -1.34771 0.78427 -1.57944 0.007 -0.048 -0.049
H -0.97647 -0.17741 -1.21404 0.021 0.009 -0.079
H -1.59094 0.68238 -2.65009 0.046 -0.067 0.036
H -0.38032 2.65997 -2.15296 0.068 -0.042 0.044
H 0.72234 1.40077 -1.58132 -0.046 0.018 -0.057
H -1.36388 4.21874 -0.14465 0.000 -0.058 0.009
H -1.75954 3.13591 1.21412 -0.035 0.097 -0.038
H -3.62673 2.81623 -0.21877 0.059 0.019 -0.077
H -2.67211 3.02651 -1.68528 -0.074 0.026 0.087
H -4.46888 1.41224 0.99393 0.032 0.076 0.055
H -6.23902 -0.15247 1.43215 -0.073 -0.013 0.058
H -7.11674 -2.23094 2.12916 -0.019 0.011 -0.034
H -8.17314 -3.22252 1.09411 0.011 0.086 0.045
```
Positions in Å, forces in eV/Å.

Summary:
ΔE to the lowest compared entry with this formula, charge and spin: 3.1314 eV
HOMO: -0.268 Eh
orbital gap: 0.292 hartree